1.
7
Properties=species:S:1:pos:R:3:forces:R:3 method="wB97M-V/def2-TZVPD" homo_energy_ev=-11.348 smiles="N#CC#CC=O" e_lumo_ha=-0.0454 homo_lumo_gap_ev=10.114
N -0.90270 -1.05024 2.73598 0.38 1.09 -0.26
C -0.47018 -0.18829 2.09138 -0.25 -0.60 0.30
C 0.05832 0.60426 1.07379 0.07 -0.59 -0.89
C 0.41179 0.72083 -0.08363 -0.21 -0.24 0.68
C 0.65551 0.19309 -1.43900 0.45 0.50 -0.63
O 1.25403 0.67692 -2.36459 -0.43 -0.10 0.91
H 0.19439 -0.80537 -1.49363 -0.02 -0.07 -0.10



2.
8
Properties=species:S:1:pos:R:3:forces:R:3 method="wB97M-V/def2-TZVPD" homo_energy_ev="-8.023 / -9.375" s2=2.04 multiplicity=3 e_lumo_ha="-0.0150 / -0.0975" homo_lumo_gap_ev="7.615 / 6.723"
C 1.23082 -0.15169 0.07073 0.85 3.19 -1.50
C 1.01400 1.58525 -0.14643 3.18 -3.16 0.06
C -1.15228 0.74708 0.14738 -6.60 -1.37 0.43
C -1.20355 -0.70783 -0.00245 3.46 4.74 0.32
N 0.16178 -0.75310 0.00493 1.43 -4.87 0.15
O -0.24730 1.58651 0.04175 0.28 2.88 0.24
O -1.96692 -1.57745 -0.05316 -2.54 -2.15 -0.20
H 2.16344 -0.72877 -0.06275 -0.06 0.75 0.50



3.
9
Properties=species:S:1:pos:R:3:forces:R:3 method="wB97M-V/def2-TZVPD" total_charge=-2 homo_energy_ev=-0.102 e_lumo_ha=0.2521 homo_lumo_gap_ev=6.962
C -1.65034 -2.29528 1.01685 -1.62 -1.55 0.59
C -0.79822 -1.50163 0.69035 1.49 1.22 -0.46
C 0.70859 -0.12116 0.23221 0.11 -0.25 0.22
C 0.66777 1.94004 -1.03623 0.09 -0.30 0.21
N 0.14526 0.69868 -0.48510 -0.68 0.06 -0.23
O 0.52052 2.94900 -0.32893 -0.08 0.58 0.48
O 1.69122 -0.53268 0.80642 -0.02 -0.05 0.04
O 1.13239 1.87074 -2.18473 0.30 -0.11 -0.71
H -2.41718 -3.00771 1.28916 0.40 0.40 -0.14



The records above give, respectively, energy values of -282.89622, -357.91599, -433.39156 hartree.